13
Properties=species:S:1:pos:R:3:forces:R:3:nbo_charge:R:1 method="wB97M-V/def2-TZVPD" de_lowest_kj_mol=184.21 charge=0 total_energy_ha=-294.48341 homo_ev=-10.48
C -0.19058 -0.68616 -1.42610 0.694 0.323 0.792 0.053
C 0.18556 -1.03567 0.11079 0.241 1.165 -4.084 -0.414
C -0.40309 -0.05115 1.03516 0.091 2.711 -0.474 -0.462
C 0.02929 1.41445 0.80432 -1.629 -6.349 1.046 0.003
C 0.53438 2.45771 0.73561 2.339 4.247 0.328 -0.264
H 0.30766 0.27132 -1.75218 -0.481 -0.965 0.457 0.176
H -1.30402 -0.53776 -1.52484 1.060 -0.589 -0.162 0.161
H 1.26293 -1.03797 0.15553 0.380 -0.176 0.181 0.213
H -0.20622 -1.98805 0.30645 -0.408 -1.474 0.352 0.214
H -1.45763 -0.00103 0.92233 -1.197 -0.397 0.003 0.223
H -0.19439 -0.43611 2.01082 0.175 0.587 0.991 0.239
H 1.12988 3.32593 0.93654 -0.408 0.014 -0.512 0.239
F 0.30625 -1.69552 -2.31444 -0.857 0.901 1.083 -0.381